ORCA calculation (ωB97M-V/def2-TZVPD) on a cluster of 5 separate species, C2H13NO5 in total.

The geometry in XYZ format:
```
21
Properties=species:S:1:pos:R:3:forces:R:3:mulliken_charge:R:1
C -0.611983 -1.810322 1.534220 -0.2 0.0 -0.3 -1.1540
C 0.703829 -1.201248 1.125374 -0.2 0.0 0.4 0.7431
N 1.761193 -1.620250 1.845098 0.1 0.0 -0.1 -0.4309
O 0.829459 -0.380845 0.219599 -0.3 -0.3 0.5 -0.7481
H -0.563682 -2.872354 1.300277 -0.1 -0.1 0.1 0.3702
H -1.461258 -1.385016 1.002605 0.2 0.1 -0.1 0.2773
H -0.799374 -1.665855 2.594673 0.2 -0.1 0.1 0.3545
H 2.666214 -1.242406 1.634708 0.1 0.0 -0.1 0.2353
H 1.691516 -2.342033 2.539716 -0.1 0.1 0.0 0.1921
O 1.742533 1.017665 -1.774185 0.2 0.2 -0.3 -0.7569
H 1.463109 0.574890 -0.957264 0.2 0.0 0.0 0.5301
H 2.038256 0.304397 -2.349078 -0.1 0.1 0.0 0.2958
O -0.531304 2.357691 -2.629132 0.2 0.2 0.2 -0.7096
H -0.638684 3.277920 -2.349127 0.1 -0.4 0.0 0.3205
H 0.333866 2.044651 -2.283326 -0.1 0.2 -0.3 0.4170
O -1.486844 0.026496 -1.368673 0.2 0.3 0.1 -0.6959
H -0.705702 -0.228700 -0.856584 0.0 -0.2 -0.2 0.3364
H -1.189629 0.842391 -1.824337 -0.4 -0.2 0.0 0.3961
O -1.636845 1.543551 1.244808 -0.1 0.0 -0.1 -0.6723
H -1.145630 1.045376 0.579586 0.0 0.1 0.0 0.3747
H -2.459045 1.713991 0.771041 0.0 0.0 0.1 0.3247
```
Forces are in eV/Å.

The total energy comes out at -514.99632 Eh. Its spin multiplicity is 1. The strongest force on any atom is 0.7 eV/Å. The LUMO energy comes out at 0.4 eV. As for the net charge: 0. The SMILES is CC(N)=O.O.O.O.O. The value obtained for the frontier orbital gap is 10.89 eV.

---

ORCA calculation (ωB97M-V/def2-TZVPD) on a structure of composition C17H35NbO13S3.

The geometry in XYZ format:
```
69
Properties=species:S:1:pos:R:3:forces:R:3:mulliken_charge:R:1
O 0.619777 4.231161 2.336635 -3.9 -2.9 -1.8 -0.5065
C -0.452898 3.482056 1.968111 -0.5 -0.5 6.4 0.3434
O -1.262710 2.727567 2.980992 3.8 3.3 -4.6 -0.7384
Nb -0.969515 3.491421 -0.255665 4.7 -0.6 0.9 -0.4775
O 1.018135 3.004940 -0.768294 -0.9 1.3 2.2 -0.8842
C -1.644940 1.300307 -0.259054 0.7 -1.0 0.1 -0.8237
O -2.767445 1.026839 -1.213748 -3.4 2.4 1.2 -0.1182
C -3.931003 1.882797 -0.868904 -2.0 0.8 1.5 0.3088
C -4.490277 3.114948 -1.841340 -1.5 -0.8 3.1 -0.2638
C -5.767524 4.065939 -1.373195 2.0 -4.2 2.8 -0.3405
C -6.439904 3.719481 0.083130 2.2 -1.7 -0.7 -0.3085
C -5.943521 2.490416 1.079801 2.5 0.5 -4.2 -0.4574
C -4.663140 1.548058 0.590773 -1.7 3.2 -2.1 -0.0335
H -0.492085 5.263128 -0.445362 -0.8 0.1 -0.6 0.0988
H -1.506011 3.565246 -2.006131 -0.8 0.1 -0.3 -0.0526
H -2.632604 4.101478 0.217371 0.4 0.2 0.1 0.1593
H 1.597665 3.394791 -0.037910 -1.0 -0.7 -1.3 0.3170
H -0.736949 0.626522 -0.637482 -2.0 1.2 0.7 0.3199
H -1.907348 1.009926 0.848681 0.3 0.4 -2.0 0.3552
H -3.912745 3.287840 -2.853782 -1.3 -0.3 2.4 0.2375
H -6.123600 4.947518 -2.057258 0.7 -1.9 1.6 0.2585
H -7.334357 4.387057 0.483858 2.1 -1.5 -1.0 0.2030
H -6.457880 2.286905 2.120425 1.1 0.6 -2.4 0.2284
H -4.253039 0.670010 1.287204 -0.9 2.3 -1.8 0.1943
O 1.860006 7.235122 -0.500302 1.7 0.0 0.1 -0.5497
S 3.300226 7.309449 -0.371775 -0.9 -0.4 0.6 1.2224
O 4.155284 6.172227 -0.630052 -0.7 0.8 0.1 -0.6043
O 3.669226 7.919895 1.093682 0.3 0.4 -1.6 -0.2893
C 3.142331 7.284606 2.250481 -0.5 -0.9 1.0 -0.3419
C 3.890409 6.003194 2.569455 0.1 -0.3 -0.1 -0.9492
C 3.885970 8.678841 -1.337643 0.2 0.2 0.1 -0.9756
H 2.068924 7.098296 2.135803 0.1 -0.1 -0.1 0.3867
H 3.260766 7.984735 3.083993 0.1 0.2 -0.4 0.2353
H 3.722228 5.246338 1.798563 -0.1 0.1 0.2 0.1896
H 3.558860 5.589036 3.526060 -0.1 0.1 -0.2 0.3900
H 4.969013 6.185274 2.614295 -0.1 0.1 0.1 0.3157
H 3.274841 9.555956 -1.118114 0.1 -0.2 0.0 0.2923
H 3.792757 8.410298 -2.392012 -0.1 -0.1 0.2 0.3572
H 4.933800 8.861539 -1.092310 -0.1 0.0 0.0 0.3095
O -3.183872 -3.574255 -3.266914 0.8 0.0 0.4 -0.7041
S -2.542484 -2.891134 -2.163173 -0.2 1.0 0.7 1.2272
O -1.238516 -2.279144 -2.290614 -0.9 -1.0 -0.3 -0.5692
O -2.533777 -3.876622 -0.865054 -0.4 0.6 -0.5 -0.2709
C -1.959789 -5.170228 -0.993567 0.6 -0.6 -0.1 -0.4748
C -0.443395 -5.107951 -0.986310 0.2 0.0 -0.2 -0.7336
C -3.666740 -1.679495 -1.515708 -0.1 -0.4 0.1 -0.8907
H -2.331110 -5.671690 -1.893968 0.0 0.2 0.0 0.3221
H -2.297610 -5.758782 -0.134247 -0.2 0.3 -0.1 0.2711
H -0.065438 -4.602388 -1.879028 -0.1 0.0 0.1 0.3208
H -0.014556 -6.113957 -0.961998 -0.2 0.2 0.0 0.2980
H -0.082972 -4.545551 -0.118927 -0.1 -0.1 -0.1 0.2498
H -4.644926 -2.142107 -1.373769 0.2 -0.1 0.0 0.4253
H -3.737528 -0.865873 -2.240626 0.2 -0.1 0.2 0.3451
H -3.272650 -1.301402 -0.570588 0.0 0.0 -0.3 0.2500
O 1.536389 -7.408628 -0.245209 0.9 -1.2 0.3 -0.5880
S 2.640678 -8.342813 -0.309415 0.3 0.4 0.1 1.1269
O 2.459337 -9.763241 -0.107904 -0.2 1.0 0.0 -0.6173
O 3.831230 -7.822165 0.674396 -0.4 -0.3 -1.3 -0.2894
C 3.527917 -7.570849 2.039767 -0.3 0.0 1.1 -0.2907
C 3.408130 -8.861897 2.828582 -0.2 -0.3 0.0 -0.9814
C 3.498799 -8.102026 -1.844629 0.2 0.1 0.1 -0.9528
H 2.619160 -6.965844 2.130284 0.1 -0.1 -0.2 0.2917
H 4.352365 -6.977334 2.448392 0.0 0.0 -0.4 0.2788
H 2.538995 -9.441569 2.506127 0.1 0.1 0.0 0.2867
H 3.296975 -8.654224 3.896786 0.1 0.1 -0.1 0.3836
H 4.291023 -9.491389 2.677618 -0.1 0.1 0.1 0.2564
H 3.680432 -7.035362 -1.986897 -0.1 -0.1 0.1 0.3264
H 2.865287 -8.485602 -2.647143 0.0 0.0 0.2 0.3645
H 4.437920 -8.657636 -1.815246 -0.2 0.1 0.1 0.3304
```
Forces are in eV/Å.

The total energy comes out at -2897.78959 Eh. Its spin multiplicity is 1. The strongest force on any atom is 6.8 eV/Å. The LUMO energy comes out at 2.9 eV. As for the net charge: -2. The value obtained for the frontier orbital gap is 3.05 eV.

---

ORCA calculation (ωB97M-V/def2-TZVPD) on a cluster of 7 separate species, C37H77BrNO10S in total.

The geometry in XYZ format:
```
127
Properties=species:S:1:pos:R:3:forces:R:3:mulliken_charge:R:1
C -0.458707 4.121643 -1.088676 0.1 -0.5 -0.3 -1.4600
C 0.094695 3.524240 -2.387010 0.0 0.2 0.7 0.1163
C 0.625549 2.093940 -2.141491 0.1 0.1 -1.6 -1.3891
C -0.387640 1.028901 -2.447047 -0.1 0.0 1.1 0.5186
C -0.892454 0.302569 -1.374334 -0.2 -0.1 -0.6 -0.2226
C -1.816615 -0.711583 -1.558375 0.6 0.3 -0.7 0.0978
C -2.297182 -1.445370 -0.339904 0.1 -0.1 -0.3 -0.3561
O -3.025233 -0.867474 0.396383 -0.9 0.5 0.7 -0.5459
O -1.923893 -2.699045 -0.154771 0.4 -0.3 0.1 -0.4349
C -0.540024 -2.995101 -0.486875 0.1 0.1 -0.4 -0.6631
C 0.452230 -2.222818 0.374494 0.6 -0.3 -0.4 0.0472
C 1.381740 -3.068825 1.253042 0.0 0.2 0.8 0.8923
C 1.958307 -2.137023 2.324635 -0.3 -0.1 -0.3 -1.5346
C 0.675586 -4.236038 1.937007 0.1 -0.1 -0.6 -1.5291
C -2.275673 -0.980516 -2.850629 0.2 0.2 -0.2 0.6063
C -3.278368 -2.091736 -3.069265 0.5 -0.3 0.4 -1.7758
C -4.657054 -1.538131 -2.812708 -0.3 -0.4 0.1 0.6977
O -5.228353 -0.825983 -3.578778 -0.1 0.7 -0.5 -0.5373
O -5.170351 -1.917300 -1.627131 0.7 0.1 0.4 -0.4436
C -1.794183 -0.196488 -3.912520 -0.6 -0.3 0.3 1.3222
S -2.431266 -0.481575 -5.532784 0.1 0.2 -0.4 -0.1695
N -0.843287 0.775128 -3.706494 -0.2 -0.3 0.5 0.3115
C -0.314212 1.559144 -4.836608 -0.2 -0.2 -0.9 -1.0934
Br -1.673499 2.767714 -5.544515 0.0 0.1 0.1 0.0283
C 0.338855 0.686853 -5.919940 0.8 0.3 0.5 -0.2930
C 1.846135 0.597590 -5.645488 -0.5 -0.4 0.1 -1.3881
H -0.557602 5.198211 -1.142581 -0.2 0.1 0.0 0.4264
H 0.220312 3.877099 -0.277113 0.1 0.2 0.2 0.3477
H -1.416369 3.657686 -0.864363 -0.2 0.2 0.2 0.3403
H 0.897825 4.157283 -2.750733 0.2 -0.1 -0.1 0.4905
H -0.673781 3.517495 -3.153921 -0.1 0.1 0.0 -0.1532
H 1.016322 1.966563 -1.143075 -0.1 -0.1 0.3 0.8599
H 1.470865 1.932364 -2.813489 0.2 -0.1 0.1 -0.2299
H -0.541403 0.511455 -0.379449 0.1 0.2 0.1 0.8055
H -0.366111 -2.776420 -1.541699 -0.2 0.0 -0.1 0.3447
H -0.443905 -4.065719 -0.386687 -0.1 -0.2 0.2 0.6139
H -0.043779 -1.488288 1.008155 -0.3 -0.1 0.1 0.3256
H 1.092301 -1.659950 -0.306999 0.0 0.3 0.0 -0.4067
H 2.218945 -3.450424 0.670594 0.0 -0.1 -0.3 0.2371
H 1.117341 -1.696120 2.851805 0.0 0.2 0.2 0.3106
H 2.532169 -2.678967 3.067245 0.2 -0.1 0.0 0.4864
H 2.570148 -1.354965 1.878840 0.1 0.1 0.0 0.2547
H 0.483076 -5.037382 1.225065 0.0 -0.2 0.0 0.4507
H 1.317004 -4.635547 2.713447 -0.1 -0.1 0.2 0.4490
H -0.284562 -3.947090 2.358428 0.0 0.1 0.2 0.2507
H -3.064068 -2.871484 -2.346182 -0.1 -0.1 0.1 0.2573
H -3.192215 -2.526477 -4.055085 -0.1 0.1 -0.3 0.7920
H -5.450200 -1.133992 -1.130737 -0.6 -0.1 -0.1 0.3717
H -3.734185 -0.488180 -5.192631 0.0 -0.1 0.3 0.3180
H 0.438208 2.238831 -4.481594 0.0 0.1 0.4 0.3587
H 0.179320 1.151366 -6.883494 -0.3 -0.2 -0.2 0.4562
H -0.029360 -0.330886 -5.882528 -0.3 0.0 -0.4 0.3807
H 2.288213 1.574525 -5.487117 0.2 0.1 -0.1 0.3605
H 2.343472 0.080116 -6.458702 0.1 0.1 -0.1 0.4801
H 1.986904 -0.020351 -4.761136 0.3 0.1 0.2 0.2922
C 0.383764 -3.622590 7.361382 0.1 -0.2 -0.2 -1.1123
C 0.955287 -2.477177 6.543973 -0.5 0.1 0.3 0.2852
C 0.518331 -1.131668 7.098214 0.1 0.1 -0.1 -1.0200
O 0.545535 -2.592812 5.175087 0.2 -0.1 -0.1 -0.3354
H -0.708179 -3.598670 7.339539 0.0 0.1 0.1 0.1314
H 0.699303 -4.583646 6.951074 0.1 0.0 0.0 0.3563
H 0.702594 -3.563346 8.400925 -0.1 0.0 0.0 0.3896
H 2.044562 -2.537679 6.538019 0.0 0.0 -0.1 0.2138
H -0.570020 -1.040686 7.066298 0.0 -0.1 0.1 0.0762
H 0.928730 -0.318385 6.498578 0.0 0.0 0.0 0.2934
H 0.842004 -1.002446 8.131067 0.0 0.0 0.0 0.4217
H -0.416095 -2.538031 5.159249 0.0 0.0 0.1 0.2432
C -4.415580 5.485122 -4.017629 0.1 0.1 0.0 -1.0105
C -5.202896 5.683585 -5.303812 0.0 -0.5 0.2 0.3427
C -6.465421 4.836032 -5.321078 -0.1 0.1 -0.1 -1.1603
O -4.385373 5.365582 -6.431124 0.1 0.3 0.0 -0.5373
H -4.099918 4.440909 -3.921141 -0.1 0.0 0.0 0.1119
H -3.513751 6.098729 -4.021202 0.0 0.0 0.0 0.2833
H -5.011503 5.746559 -3.142350 0.0 0.0 0.0 0.4241
H -5.468005 6.735304 -5.410255 0.1 0.0 -0.1 0.2949
H -6.212068 3.773166 -5.260123 0.0 0.0 0.1 0.2471
H -7.014667 4.988436 -6.249764 0.0 0.0 0.0 0.3197
H -7.120835 5.081902 -4.484828 0.0 0.0 0.0 0.3739
H -4.144936 4.436924 -6.358856 -0.1 -0.1 0.0 0.2971
C -3.064150 -0.319701 4.949559 0.1 -0.1 0.1 -0.5515
C -3.006053 1.030588 5.649877 -0.1 0.0 -0.4 0.4505
C -4.036436 1.993927 5.081049 0.0 0.1 0.1 -1.3681
O -1.696453 1.586653 5.540908 0.0 0.0 0.2 -0.5244
H -2.842638 -0.208029 3.883691 -0.1 0.0 0.0 0.1174
H -2.319922 -0.997168 5.370586 0.0 0.0 0.0 -0.1563
H -4.048767 -0.778361 5.049640 0.0 0.0 0.0 0.4313
H -3.183327 0.895393 6.717251 0.1 0.0 0.0 0.2966
H -3.843214 2.174574 4.019469 0.0 -0.1 0.0 0.3067
H -3.982549 2.955146 5.591775 0.0 0.0 0.0 0.3326
H -5.048570 1.600673 5.184813 0.0 0.0 0.0 0.3751
H -1.509058 1.718858 4.606022 0.0 0.0 0.0 0.3302
C -4.090307 -2.413381 10.163676 0.0 0.1 -0.1 -1.3463
C -2.988784 -3.343529 9.678427 -0.1 0.0 0.5 0.5871
C -2.965582 -4.641411 10.470956 0.1 -0.1 -0.1 -1.3613
O -1.720855 -2.692167 9.762380 0.0 0.0 -0.2 -0.4772
H -3.927870 -2.144577 11.210622 0.0 -0.1 0.0 0.3606
H -4.092537 -1.488615 9.585661 0.0 0.0 0.0 0.2796
H -5.071854 -2.881063 10.076892 0.0 0.0 0.0 0.3817
H -3.139761 -3.565741 8.620421 0.1 0.0 0.0 0.2475
H -2.769453 -4.438927 11.527131 -0.1 0.0 0.0 0.3465
H -2.171113 -5.295368 10.110400 0.0 0.0 0.0 0.3174
H -3.915513 -5.171613 10.392909 0.0 0.0 0.0 0.3816
H -1.558584 -2.482026 10.688231 0.0 0.0 0.0 0.2950
C 3.956209 -0.248780 -1.606556 -0.2 0.0 0.0 -1.2285
C 4.313023 0.829888 -2.621930 0.5 -0.2 0.4 1.5901
C 5.736823 0.672259 -3.128294 -0.2 0.1 -0.1 -1.7183
O 4.128033 2.124587 -2.043286 -0.3 0.0 -0.1 -0.5590
H 4.609755 -0.183093 -0.733714 0.1 0.0 0.0 0.4030
H 2.928321 -0.122331 -1.252816 0.0 0.0 0.0 0.0830
H 4.056571 -1.247002 -2.035887 0.0 0.0 0.0 0.4409
H 3.623506 0.779463 -3.461491 -0.1 0.1 -0.1 -0.5547
H 6.447427 0.766398 -2.302979 0.0 -0.1 0.0 0.3414
H 5.979450 1.447956 -3.850850 0.0 0.0 0.0 0.3902
H 5.888813 -0.296432 -3.602619 0.0 0.0 0.0 0.3602
H 4.736876 2.191841 -1.299653 0.0 0.1 0.0 0.3786
C 9.048613 -0.328338 -7.126633 -0.1 -0.1 0.0 -1.3650
C 8.367340 0.819276 -6.397513 0.5 0.0 0.0 0.5005
C 9.179318 2.101418 -6.494853 -0.1 0.1 0.1 -1.2936
O 8.152621 0.474705 -5.026080 -0.2 0.0 -0.1 -0.4677
H 10.026005 -0.534508 -6.682902 0.0 0.1 0.0 0.3538
H 8.455014 -1.239502 -7.047180 0.0 0.0 0.0 0.3294
H 9.192331 -0.097589 -8.182628 0.0 0.0 0.0 0.3820
H 7.375302 0.982950 -6.821848 -0.1 0.0 0.1 0.2360
H 10.160523 1.966711 -6.032420 0.0 -0.1 -0.1 0.3383
H 8.678358 2.913710 -5.967421 0.0 0.0 0.0 0.3218
H 9.326727 2.399629 -7.533278 0.0 0.0 0.0 0.3804
H 9.015539 0.324068 -4.625245 0.0 0.0 0.0 0.3017
```
Forces are in eV/Å.

The total energy comes out at -5235.11305 Eh. Its spin multiplicity is 1. The strongest force on any atom is 1.6 eV/Å. The LUMO energy comes out at -4.2 eV. As for the net charge: +1. The value obtained for the frontier orbital gap is 7.27 eV.